ORCA calculation (the ωB97M-V functional and the def2-TZVPD basis) on the molecule C5H14N2O.

```
22
Properties=species:S:1:pos:R:3:nbo_charge:R:1
C 2.28 -0.32 -1.39 -0.62
C 1.93 -0.09 0.09 -0.05
N 3.01 0.51 0.90 -0.87
C 0.70 0.84 0.23 -0.22
N -0.53 0.16 -0.19 -0.66
C -1.61 0.25 0.82 -0.24
C -2.60 -0.85 0.45 -0.07
O -3.31 -0.42 -0.73 -0.75
H 1.52 0.14 -2.01 0.20
H 3.26 0.10 -1.62 0.21
H 2.34 -1.39 -1.59 0.21
H 1.70 -1.04 0.56 0.19
H 3.63 1.14 0.42 0.36
H 3.49 -0.16 1.47 0.37
H 0.93 1.78 -0.30 0.17
H 0.65 1.15 1.28 0.20
H -0.88 0.53 -1.07 0.37
H -1.27 0.15 1.85 0.20
H -2.12 1.21 0.72 0.18
H -2.08 -1.78 0.24 0.17
H -3.40 -1.09 1.16 0.17
H -3.08 -0.91 -1.50 0.47
```

Results
Charge ... 0
Relative energy (zero: lowest compared OMol25 entry of this formula, charge and spin) ... 205.7 kJ/mol
Molar mass ... 118.18 g mol⁻¹